Record 1
ORCA calculation (ωB97M-V/def2-TZVPD) on C20H38ClInO11P as an isolated structure in a non-equilibrium geometry.

Computed properties:
- Gap between HOMO and LUMO: 5.849 eV
- E_LUMO: 1.797 eV

Geometry as ORCA input:
```
! wB97M-V def2-TZVPD RIJCOSX def2/J DEFGRID3
* xyz -1 1
C 5.09685 0.20559 2.42045
O 6.43008 -0.44404 2.29907
C 6.96013 -0.30559 0.92888
C 6.20400 -1.22604 -0.19767
C 6.44912 -2.82557 0.22240
C 4.99356 -3.30052 0.89201
C 4.85007 -4.92455 1.05707
C 3.86162 -5.42058 2.26503
C 2.75683 -4.32114 2.76687
In 1.38725 -3.50973 1.15794
P -1.04812 -3.30601 1.82700
O -1.44910 -1.61711 2.08835
Cl -2.19375 -3.82475 0.07449
H 5.03682 1.15614 1.72462
H 4.25041 -0.52733 2.06841
H 4.89257 0.45351 3.56461
H 7.04081 0.83230 0.57674
H 8.09030 -0.68865 0.96214
H 5.04199 -0.95187 -0.19798
H 6.59736 -0.98297 -1.27268
H 7.33562 -2.91367 0.98626
H 6.60615 -3.48103 -0.74063
H 4.87802 -2.68591 1.88532
H 4.17749 -2.97993 0.08159
H 4.50547 -5.35882 -0.00005
H 5.93258 -5.35664 1.23688
H 4.56467 -5.83393 3.13233
H 3.26993 -6.37675 1.87156
H 2.15007 -4.80451 3.67406
H 3.34478 -3.40694 3.25653
H 2.04556 -1.85691 0.72086
H 1.52911 -4.56606 -0.28768
H -1.94315 -1.28739 1.25601
C -4.45241 3.26672 0.64312
C -4.41364 1.80905 0.22449
C -3.41859 0.99192 0.99147
O -3.10698 -0.04417 0.07709
C -3.28122 0.48515 -1.17196
O -2.89556 -0.03535 -2.20215
O -3.93947 1.68228 -1.10823
H -4.89828 3.88503 -0.14113
H -5.02615 3.39162 1.56636
H -3.44314 3.65537 0.81497
H -5.41959 1.37543 0.26497
H -3.83037 0.58497 1.91883
H -2.49339 1.53404 1.21924
C -4.90117 -1.41183 -3.96507
C -5.54509 -1.36667 -5.33799
C -5.92276 0.01556 -5.77719
O -6.99395 -0.23156 -6.67058
C -7.58499 -1.38939 -6.24542
O -8.66705 -1.79320 -6.62885
O -6.80134 -2.02900 -5.32494
H -4.96871 -2.41578 -3.53649
H -3.84916 -1.11590 -4.01841
H -5.40914 -0.73701 -3.26809
H -4.90769 -1.87147 -6.07317
H -5.10505 0.53756 -6.28119
H -6.29853 0.64405 -4.96137
C 1.17537 6.01546 2.07716
C -0.30985 5.73582 2.20944
C -0.93727 5.22268 0.94885
O -2.28505 5.63510 1.09055
C -2.25810 6.76781 1.85666
O -3.19917 7.52565 2.00155
O -1.02922 6.94003 2.43172
H 1.51358 6.70029 2.85996
H 1.75322 5.08842 2.13902
H 1.40334 6.49476 1.11929
H -0.49683 5.07164 3.06121
H -0.86833 4.13575 0.85399
H -0.53334 5.68663 0.04146
*
```


Record 2
ORCA calculation (ωB97M-V/def2-TZVPD) on an isolated ion of composition CH5NOP and charge -1 in a non-equilibrium geometry.

Computed properties:
- Gap between HOMO and LUMO: 7.847 eV
- ΔE to the lowest compared entry with this formula, charge and spin: 0.227 eV
- E_LUMO: 4.693 eV
- Structure (SMILES): CN=[PH2][O-]

Geometry as ORCA input:
```
! wB97M-V def2-TZVPD RIJCOSX def2/J DEFGRID3
* xyz -1 1
C 1.31935 -0.31196 0.28530
N 0.08643 0.10305 0.84664
P -1.19130 0.30688 -0.14198
O -2.50948 0.45658 0.52836
H 1.92229 0.60525 0.05688
H 1.74682 -0.84471 1.23677
H 1.31706 -0.94776 -0.65081
H -1.27121 1.34124 -1.04382
H -1.41997 -0.70857 -1.11735
*
```


Record 3
ORCA calculation (ωB97M-V/def2-TZVPD) on C5H8N2 in the gas phase in a non-equilibrium geometry.

Computed properties:
- Gap between HOMO and LUMO: 9.286 eV
- ΔE to the lowest compared entry with this formula, charge and spin: 1.857 eV
- E_LUMO: 0.866 eV
- Structure (SMILES): Cc1cn(C)cn1

Geometry as ORCA input:
```
! wB97M-V def2-TZVPD RIJCOSX def2/J DEFGRID3
* xyz 0 1
C 2.36487 0.04499 -0.41620
C 1.05094 -0.06510 0.19725
C -0.06113 0.48877 -0.27571
N -1.08918 0.16689 0.55364
C -2.18263 0.10156 -0.49740
C -0.48762 -0.64587 1.54339
N 0.80470 -0.74451 1.36863
H 3.09219 0.03316 0.37826
H 2.50427 -0.83049 -1.03674
H 2.52573 0.93115 -1.03419
H -0.14206 1.27754 -0.99518
H -1.96851 0.06272 -1.61757
H -2.66917 -0.79852 -0.20587
H -2.71173 1.03049 -0.35473
H -1.03067 -1.05279 2.39244
*
```


Record 4
ORCA calculation (ωB97M-V/def2-TZVPD) on C16H23NO4S in the gas phase in a non-equilibrium geometry.

Computed properties:
- Gap between HOMO and LUMO: 9.922 eV
- ΔE to the lowest compared entry with this formula, charge and spin: 0.606 eV
- E_LUMO: 0.716 eV
- Structure (SMILES): CCCCS(=O)(=O)N1CCC[C@@H](C(=O)Oc2ccccc2)C1

Geometry as ORCA input:
```
! wB97M-V def2-TZVPD RIJCOSX def2/J DEFGRID3
* xyz 0 1
C 4.58177 -3.96672 -0.99045
C 3.31956 -3.84681 -0.14342
C 3.08479 -2.42456 0.37021
C 2.63163 -1.46462 -0.71278
S 0.89009 -1.73933 -1.15451
O 0.49582 -0.66521 -2.02475
O 0.70104 -3.07955 -1.62739
N 0.15184 -1.60267 0.35531
C -0.83818 -2.61413 0.66795
C -2.17544 -2.31378 -0.00425
C -2.66269 -0.92533 0.39936
C -1.60500 0.12270 0.04859
C -1.98923 1.48729 0.58142
O -2.53649 1.67901 1.63488
O -1.60576 2.43932 -0.27658
C -1.76033 3.79510 -0.00638
C -2.04573 4.60611 -1.09818
C -2.16559 5.97155 -0.92324
C -2.00348 6.52855 0.33496
C -1.71374 5.71500 1.41594
C -1.58594 4.34549 1.25438
C -0.26153 -0.26480 0.69897
H 4.73952 -5.00200 -1.28138
H 5.45374 -3.63174 -0.43133
H 4.50518 -3.37341 -1.89776
H 3.40933 -4.51396 0.71642
H 2.45403 -4.15867 -0.72689
H 2.31386 -2.43997 1.14331
H 4.00805 -2.04829 0.82006
H 3.19261 -1.57431 -1.63611
H 2.67428 -0.42879 -0.38889
H -0.43695 -3.56514 0.31907
H -0.95159 -2.64444 1.75669
H -2.03160 -2.35574 -1.08594
H -2.90863 -3.06990 0.27905
H -3.59747 -0.68941 -0.11216
H -2.85005 -0.88918 1.47532
H -1.44992 0.18007 -1.03129
H -2.16605 4.15124 -2.06877
H -2.38818 6.60138 -1.77130
H -2.10159 7.59495 0.47116
H -1.58232 6.14534 2.39732
H -1.36045 3.71481 2.09868
H 0.51941 0.42002 0.36527
H -0.35259 -0.20547 1.78946
*
```


- Among the records above, which one has the highest E_LUMO?
  CH5NOP